(a)
{
  "formula": "C30H29AsFN4O8SbSe4Ti",
  "method": "ωB97M-V with the def2-TZVPD basis set",
  "species": ["Ti", "O", "C", "O", "C", "C", "C", "C", "C", "N", "C", "O", "O", "H", "H", "H", "C", "C", "C", "C", "C", "C", "C", "F", "C", "C", "C", "O", "C", "C", "N", "C", "C", "O", "O", "H", "H", "H", "H", "H", "H", "H", "H", "H", "H", "H", "C", "As", "C", "C", "H", "H", "H", "H", "H", "H", "H", "H", "H", "N", "C", "O", "C", "C", "C", "N", "C", "C", "H", "H", "H", "H", "H", "H", "Se", "Sb", "Se", "Se", "Se"],
  "xyz": [[1.034, -0.227, 1.076], [1.658, 1.698, 5.046], [1.473, 1.299, 3.902], [1.423, 0.087, 3.491], [1.397, 2.294, 2.769], [1.039, 3.616, 2.805], [1.175, 4.364, 1.634], [1.751, 3.801, 0.502], [2.038, 2.456, 0.554], [1.810, 1.727, 1.638], [2.627, 1.613, -0.558], [3.299, 2.116, -1.435], [2.392, 0.341, -0.387], [0.623, 4.037, 3.708], [0.821, 5.386, 1.616], [1.927, 4.354, -0.409], [-4.102, -1.339, -4.492], [-3.838, 0.143, -4.324], [-5.077, 0.906, -3.883], [-4.814, 2.397, -4.046], [-3.497, 2.761, -3.392], [-3.206, 4.078, -3.099], [-2.098, 4.395, -2.336], [-1.825, 5.701, -2.123], [-1.311, 3.435, -1.771], [-1.565, 2.103, -2.092], [-0.783, 1.049, -1.429], [0.007, 1.339, -0.525], [-0.980, -0.278, -1.941], [-1.958, -0.508, -2.857], [-2.769, 0.436, -3.353], [-2.601, 1.775, -2.961], [-0.169, -1.440, -1.506], [0.012, -2.407, -2.231], [0.298, -1.366, -0.296], [-4.945, -1.454, -5.175], [-4.372, -1.797, -3.537], [-3.253, -1.873, -4.919], [-3.506, 0.556, -5.285], [-5.254, 0.701, -2.824], [-5.940, 0.589, -4.472], [-5.597, 2.962, -3.535], [-4.821, 2.679, -5.104], [-3.877, 4.871, -3.411], [-0.537, 3.681, -1.061], [-2.084, -1.517, -3.220], [1.358, -3.719, 2.768], [0.154, -2.107, 2.482], [-0.457, -2.059, 4.301], [-1.298, -3.125, 1.726], [0.816, -4.472, 3.340], [2.255, -3.445, 3.326], [1.662, -4.161, 1.818], [-0.834, -3.059, 4.519], [-1.235, -1.315, 4.436], [0.387, -1.835, 4.947], [-1.222, -4.148, 2.097], [-1.224, -3.133, 0.642], [-2.246, -2.686, 2.020], [6.894, -4.149, 0.238], [6.462, -3.666, 1.436], [7.054, -3.880, 2.474], [5.186, -2.857, 1.389], [4.952, -1.932, 2.383], [3.775, -1.197, 2.361], [2.850, -1.376, 1.421], [3.082, -2.252, 0.431], [4.239, -3.009, 0.389], [7.792, -4.598, 0.228], [6.529, -3.789, -0.626], [5.678, -1.779, 3.170], [3.533, -0.464, 3.118], [2.331, -2.336, -0.341], [4.354, -3.730, -0.410], [-4.077, 1.432, 3.961], [-2.980, 1.844, 1.818], [-1.107, 0.127, 1.890], [-2.217, 4.171, 1.545], [-4.468, 1.164, -0.046]],
  "lowdin_charge": [0.676, 0.042, -0.611, -0.228, -0.186, -0.018, -0.084, -0.002, -0.191, 0.060, -0.562, 0.065, -0.130, 0.122, 0.097, 0.122, -0.056, -0.315, -0.156, -0.136, -0.155, 0.044, -0.272, 0.044, 0.035, -0.063, -0.283, -0.075, -0.018, 0.027, 0.031, -0.130, -0.545, 0.053, -0.255, 0.079, 0.099, 0.078, 0.153, 0.069, 0.114, 0.120, 0.114, 0.128, 0.094, 0.127, -0.254, 0.926, -0.275, -0.281, 0.012, 0.016, 0.015, 0.029, 0.021, 0.033, 0.024, 0.024, 0.030, 0.162, -0.494, 0.059, -0.134, 0.023, -0.063, -0.045, -0.100, 0.006, 0.105, 0.094, 0.122, 0.120, 0.116, 0.114, -0.309, -0.256, 0.343, -0.119, -0.187],
  "total_charge": -2
}


(b)
{
  "formula": "C30H29AsFN4O8SbSe4Ti",
  "method": "ωB97M-V with the def2-TZVPD basis set",
  "species": ["Ti", "O", "C", "O", "C", "C", "C", "C", "C", "N", "C", "O", "O", "H", "H", "H", "C", "C", "C", "C", "C", "C", "C", "F", "C", "C", "C", "O", "C", "C", "N", "C", "C", "O", "O", "H", "H", "H", "H", "H", "H", "H", "H", "H", "H", "H", "C", "As", "C", "C", "H", "H", "H", "H", "H", "H", "H", "H", "H", "N", "C", "O", "C", "C", "C", "N", "C", "C", "H", "H", "H", "H", "H", "H", "Se", "Sb", "Se", "Se", "Se"],
  "xyz": [[0.347, 0.235, 0.284], [-1.201, 3.599, 2.331], [-0.525, 2.784, 1.726], [-0.917, 1.799, 0.996], [0.988, 2.894, 1.736], [1.798, 3.601, 2.604], [3.172, 3.486, 2.441], [3.700, 2.701, 1.423], [2.812, 2.035, 0.601], [1.504, 2.156, 0.770], [3.112, 1.072, -0.530], [4.243, 0.965, -0.980], [2.049, 0.466, -0.919], [1.350, 4.197, 3.386], [3.839, 4.000, 3.123], [4.764, 2.578, 1.275], [-0.990, -5.196, 4.395], [-0.055, -5.794, 3.350], [-0.788, -6.885, 2.585], [0.081, -7.450, 1.476], [0.483, -6.335, 0.549], [0.657, -6.548, -0.796], [0.959, -5.489, -1.645], [1.108, -5.757, -2.965], [1.092, -4.214, -1.191], [0.943, -3.982, 0.183], [1.060, -2.625, 0.681], [1.190, -1.666, -0.125], [1.054, -2.469, 2.088], [0.725, -3.532, 2.872], [0.439, -4.756, 2.408], [0.628, -5.029, 1.055], [1.344, -1.157, 2.749], [1.865, -1.134, 3.850], [1.058, -0.091, 2.060], [-1.438, -6.013, 4.962], [-1.791, -4.636, 3.906], [-0.487, -4.544, 5.108], [0.825, -6.234, 3.836], [-1.701, -6.460, 2.157], [-1.070, -7.662, 3.299], [-0.456, -8.214, 0.912], [0.971, -7.928, 1.903], [0.522, -7.538, -1.215], [1.291, -3.376, -1.845], [0.662, -3.379, 3.939], [2.509, 0.435, -4.113], [1.514, -1.219, -3.788], [2.935, -2.468, -4.338], [0.533, -1.264, -5.499], [2.949, 0.439, -5.112], [3.282, 0.528, -3.350], [1.827, 1.279, -4.006], [2.515, -3.471, -4.424], [3.713, -2.483, -3.574], [3.373, -2.175, -5.295], [1.207, -1.141, -6.350], [-0.209, -0.465, -5.510], [0.009, -2.216, -5.586], [-5.243, 1.646, -3.262], [-4.173, 2.385, -3.614], [-4.233, 3.398, -4.296], [-2.872, 1.852, -3.083], [-1.941, 2.732, -2.557], [-0.833, 2.212, -1.913], [-0.617, 0.900, -1.799], [-1.476, 0.059, -2.382], [-2.615, 0.490, -3.034], [-6.152, 1.984, -3.529], [-5.183, 0.896, -2.579], [-2.111, 3.799, -2.598], [-0.112, 2.859, -1.431], [-1.271, -0.995, -2.263], [-3.314, -0.240, -3.418], [-5.203, -1.622, -1.329], [-3.784, -2.734, 0.299], [-1.652, -1.006, 0.575], [-2.778, -4.755, -0.577], [-4.522, -2.860, 2.576]],
  "lowdin_charge": [0.891, 0.062, -0.572, -0.194, -0.161, 0.018, -0.044, 0.013, -0.156, 0.078, -0.566, 0.046, -0.158, 0.117, 0.102, 0.115, -0.041, -0.299, -0.152, -0.130, -0.162, 0.032, -0.261, 0.045, 0.072, -0.049, -0.330, -0.149, -0.053, 0.043, 0.052, -0.086, -0.538, 0.067, -0.128, 0.082, 0.080, 0.072, 0.149, 0.114, 0.119, 0.117, 0.120, 0.128, 0.085, 0.138, -0.327, 1.089, -0.343, -0.346, 0.015, 0.000, 0.015, 0.004, 0.017, 0.011, 0.010, 0.006, 0.013, 0.185, -0.509, 0.030, -0.125, 0.016, -0.111, -0.018, -0.203, -0.020, 0.109, 0.013, 0.119, 0.114, 0.080, 0.086, -0.210, -0.323, 0.357, -0.214, -0.268],
  "total_charge": -2
}


Quick one: most stable of them? (b)


(a)
{
  "formula": "C4H8N2O2S",
  "method": "ωB97M-V with the def2-TZVPD basis set",
  "species": ["C", "C", "C", "C", "N", "N", "O", "O", "S", "H", "H", "H", "H", "H", "H", "H", "H"],
  "xyz": [[0.384, -0.752, 0.144], [0.353, 1.394, 0.799], [1.176, 1.327, -0.420], [0.017, -2.182, -0.028], [-0.343, 0.180, 0.801], [1.443, -0.206, -0.437], [-2.798, -0.934, 0.025], [-2.428, 1.340, -0.728], [-2.518, 0.424, 0.399], [0.988, 1.461, 1.686], [-0.285, 2.338, 0.901], [0.459, 1.535, -1.310], [2.169, 1.814, -0.487], [0.036, -2.596, 1.052], [0.622, -2.619, -0.685], [-1.048, -2.037, -0.402], [1.775, -0.487, -1.309]],
  "nbo_charge": [0.524, -0.269, -0.231, -0.679, -0.598, -0.589, -0.941, -0.928, 1.712, 0.189, 0.227, 0.207, 0.220, 0.255, 0.213, 0.295, 0.393]
}


(b)
{
  "formula": "C4H8N2O2S",
  "method": "ωB97M-V with the def2-TZVPD basis set",
  "species": ["C", "C", "C", "C", "N", "N", "O", "O", "S", "H", "H", "H", "H", "H", "H", "H", "H"],
  "xyz": [[1.014, 0.346, 1.586], [0.521, -1.131, 1.721], [0.086, -1.059, -0.889], [-2.025, -0.230, -1.733], [1.193, 0.769, 0.358], [1.059, 2.106, 0.066], [1.122, 1.072, 2.584], [-1.307, -1.001, -0.743], [0.992, -2.008, 0.232], [0.823, -1.753, 2.510], [-0.532, -1.361, 1.772], [0.602, -0.760, -1.775], [-2.911, -0.869, -1.962], [-1.362, -0.160, -2.534], [-2.134, 0.791, -1.503], [1.878, 2.426, -0.534], [0.981, 2.821, 0.844]],
  "nbo_charge": [0.570, -0.601, 0.093, -0.247, -0.344, -0.637, -0.656, -0.493, 0.304, 0.244, 0.245, 0.204, 0.209, 0.174, 0.203, 0.358, 0.375]
}


Quick one: most stable of them? (a)


(a)
{
  "formula": "C9H12N4",
  "method": "ωB97M-V with the def2-TZVPD basis set",
  "species": ["C", "C", "C", "C", "C", "C", "C", "C", "C", "H", "H", "H", "H", "H", "H", "H", "H", "H", "H", "H", "H", "N", "N", "N", "N"],
  "xyz": [[1.743, 0.698, -0.224], [2.719, -1.356, -0.124], [1.251, -1.552, -0.050], [-0.660, -0.012, -0.008], [-1.188, 0.958, -0.807], [-2.626, 1.040, -0.862], [-3.487, 0.066, -0.310], [-2.904, -0.891, 0.506], [-1.553, -0.860, 0.691], [1.002, 3.224, 1.276], [0.424, 1.792, 1.627], [3.505, 0.418, -0.832], [3.364, -1.228, 0.826], [3.169, -2.229, -0.600], [1.031, -2.220, 0.781], [0.879, -2.121, -0.996], [-0.495, 1.599, -1.281], [-3.082, 1.884, -1.459], [-4.504, 0.139, -0.428], [-3.605, -1.791, 0.749], [-1.041, -1.499, 1.316], [0.857, 2.335, 0.891], [1.889, 1.903, 0.089], [2.659, -0.056, -0.844], [0.653, -0.242, 0.075]],
  "nbo_charge": [0.521, -0.228, -0.214, 0.169, -0.236, -0.179, -0.250, -0.195, -0.255, 0.359, 0.356, 0.380, 0.180, 0.215, 0.201, 0.193, 0.228, 0.211, 0.210, 0.218, 0.200, -0.688, -0.329, -0.601, -0.466],
  "smiles": "N/N=C1/NCCN1c1ccccc1"
}


(b)
{
  "formula": "C9H12N4",
  "method": "ωB97M-V with the def2-TZVPD basis set",
  "species": ["C", "C", "C", "C", "C", "C", "C", "C", "C", "N", "N", "N", "N", "H", "H", "H", "H", "H", "H", "H", "H", "H", "H", "H", "H"],
  "xyz": [[0.574, -3.761, 0.906], [1.433, 2.183, 0.859], [0.230, 2.155, 0.384], [-1.640, -1.828, -1.344], [0.739, -0.970, -0.414], [-0.051, -0.550, 1.668], [-0.123, -2.125, -1.012], [-0.391, -3.124, 0.115], [-0.636, 0.971, -0.073], [1.422, -4.126, 1.632], [-2.449, -2.336, -0.308], [-1.682, -3.102, 0.390], [0.027, -0.159, 0.503], [1.827, 2.997, 1.392], [2.172, 1.324, 0.992], [-0.244, 3.160, 0.303], [-1.775, -0.849, -1.575], [-1.950, -2.523, -2.172], [1.637, -1.281, 0.064], [1.141, -0.207, -1.176], [-0.708, -0.090, 2.307], [0.348, -1.466, 1.932], [0.405, -2.561, -1.772], [-0.585, 0.998, -1.125], [-1.631, 1.118, 0.400]],
  "nbo_charge": [0.261, -0.385, -0.197, -0.278, -0.226, 0.086, -0.263, -0.216, -0.269, -0.416, -0.327, -0.155, -0.230, 0.216, 0.194, 0.220, 0.174, 0.211, 0.230, 0.202, 0.197, 0.243, 0.228, 0.251, 0.249]
}


Quick one: most stable of them? (a)


(a)
{
  "formula": "C2H6ClN",
  "method": "ωB97M-V with the def2-TZVPD basis set",
  "species": ["C", "C", "N", "Cl", "H", "H", "H", "H", "H", "H"],
  "xyz": [[1.699, -0.683, 1.116], [0.358, -0.843, 1.046], [-1.331, 1.283, -1.458], [-0.415, -1.697, 2.267], [2.093, -0.352, 0.185], [-0.838, 1.959, -2.023], [2.227, -0.895, 2.123], [-0.287, -0.556, 0.170], [-1.152, 0.371, -1.875], [-2.352, 1.414, -1.552]],
  "nbo_charge": [-0.432, -0.245, -1.074, 0.005, 0.212, 0.362, 0.225, 0.231, 0.352, 0.364],
  "smiles": "C=CCl.N"
}


(b)
{
  "formula": "C2H6ClN",
  "method": "ωB97M-V with the def2-TZVPD basis set",
  "species": ["C", "C", "N", "Cl", "H", "H", "H", "H", "H", "H"],
  "xyz": [[-0.088, 0.987, 0.541], [0.888, 0.399, -0.328], [0.246, -1.687, -0.960], [1.336, 1.056, -1.766], [-0.003, 2.014, 0.777], [0.096, 0.535, 1.547], [-1.161, 0.871, 0.412], [1.644, -0.022, 0.247], [-0.249, -1.389, -1.812], [1.070, -2.208, -1.303]],
  "nbo_charge": [-0.701, -0.044, -0.899, 0.073, 0.242, 0.232, 0.247, 0.200, 0.322, 0.328]
}


(c)
{
  "formula": "C2H6ClN",
  "method": "ωB97M-V with the def2-TZVPD basis set",
  "species": ["C", "C", "N", "Cl", "H", "H", "H", "H", "H", "H"],
  "xyz": [[-0.056, -0.273, -0.713], [1.473, 1.497, 2.091], [2.375, 0.767, 1.408], [0.234, 0.498, 2.871], [-0.439, -0.872, -1.522], [0.698, 0.496, -1.016], [-0.924, 0.321, -0.300], [0.289, -0.900, 0.041], [2.392, -0.279, 1.247], [3.040, 1.313, 0.795]],
  "nbo_charge": [-0.852, 0.088, -0.801, -0.088, 0.215, 0.210, 0.222, 0.201, 0.391, 0.414]
}


Quick one: most stable of them? (a)